No. 1
Molecular formula: C40H42F5N4PtS2
Method: DFT, ωB97M-V/def2-TZVPD

Geometry as ORCA input:
```
! RIJCOSX wB97M-V def2-TZVPD def2/J DEFGRID3
* xyz 1 3
Pt 0.19973 -0.96267 -0.08229
S 1.42303 1.02780 0.11846
C 0.27146 2.28869 0.27610
N 0.67728 3.57856 0.33247
C -0.27986 4.57288 0.78392
C -1.61870 4.33508 0.12091
N -2.04338 2.96420 0.33428
C -3.48089 2.70766 0.32117
C -4.14307 2.99579 1.65251
C -3.83840 2.22348 2.77127
C -4.44269 2.48392 3.99053
C -5.36381 3.51691 4.10407
C -5.66784 4.29249 2.99729
C -5.05595 4.03559 1.77740
C -1.10541 1.98853 0.37032
S -1.58070 0.34714 0.53218
C 2.07833 3.99248 0.23952
C 2.25520 5.08744 -0.78660
C 2.13935 4.78189 -2.13932
C 2.28865 5.77086 -3.09776
C 2.55378 7.07864 -2.71242
C 2.65790 7.39256 -1.36631
C 2.50757 6.40008 -0.40714
H 0.09191 5.55651 0.50637
H -0.38346 4.52630 1.87448
H -1.54269 4.54124 -0.95331
H -2.36578 5.00195 0.55180
H -3.64503 1.66845 0.03452
H -3.92155 3.34635 -0.44760
H -3.12700 1.41137 2.68452
H -4.19330 1.87905 4.85284
H -5.84382 3.71271 5.05387
H -6.38028 5.10266 3.08188
H -5.30158 4.64687 0.91593
H 2.66719 3.12493 -0.04409
H 2.42172 4.33207 1.22185
H 1.93814 3.75879 -2.43940
H 2.20911 5.52130 -4.14789
H 2.68767 7.84885 -3.46039
H 2.86278 8.40991 -1.05941
H 2.60010 6.65046 0.64418
C -2.85467 -2.81834 1.77092
C -3.31152 -2.39340 0.40079
C -4.63558 -2.04037 0.17180
C -5.04525 -1.59021 -1.06972
C -4.13234 -1.49694 -2.10992
C -2.79999 -1.83012 -1.92622
C -1.80599 -1.70248 -3.04608
C -2.40353 -2.27648 -0.65459
N -1.01743 -2.52092 -0.40961
C -0.54206 -3.71412 -0.36590
C -1.39968 -4.92619 -0.53072
C 0.89854 -3.81574 -0.19350
C 1.45182 -5.19245 0.00753
N 1.57799 -2.71480 -0.23495
C 3.05313 -2.90432 -0.11187
C 3.55461 -3.87533 -1.17347
C 3.01323 -3.75319 -2.57062
C 4.52869 -4.77031 -0.85248
C 4.98571 -4.95361 0.46189
C 4.35583 -4.27334 1.51915
C 3.38829 -3.34089 1.31187
C 2.58980 -2.76669 2.44851
H -3.54963 -2.45717 2.52629
H -1.86411 -2.41686 1.99344
H -2.80796 -3.90716 1.85596
H -5.34473 -2.10416 0.98789
H -6.07658 -1.30165 -1.22558
H -4.45977 -1.14927 -3.08204
H -2.24839 -1.19133 -3.89880
H -1.45429 -2.68198 -3.38025
H -0.92982 -1.13630 -2.72250
H -2.41504 -4.63627 -0.78787
H -1.42682 -5.50147 0.39680
H -1.00559 -5.58138 -1.30813
H 0.89006 -5.68545 0.80316
H 2.50086 -5.20076 0.27500
H 1.31686 -5.78454 -0.90018
H 2.32040 -2.92070 -2.67189
H 2.49271 -4.66913 -2.86401
H 3.82470 -3.60379 -3.28403
H 4.93681 -5.38753 -1.64498
H 5.78344 -5.65337 0.66495
H 4.61893 -4.52316 2.54060
H 3.23054 -2.59101 3.31227
H 1.81069 -3.47169 2.75811
H 2.10698 -1.82953 2.18114
F 3.65400 -0.72930 0.69840
C 3.76728 -1.52333 -0.38983
F 3.17103 -0.90944 -1.43869
C 5.28419 -1.47033 -0.73157
F 6.02916 -2.05528 0.20436
F 5.62989 -0.18121 -0.79075
F 5.55891 -2.01501 -1.92078
*
```

Properties
- HOMO (spin up / spin down) (eV) = -8.94 / -10.60
- LUMO energy (spin up / spin down) (eV) = -3.69 / -3.74
- M (u) = 933.01
- frontier orbital gap (spin up / spin down) (eV) = 5.25 / 6.87

Charges in e, computed with Mulliken, in the same order as the atoms: number 1, Pt, carries 1.1218; number 2, S, carries -0.4509; number 3, C, carries 1.0846; number 4, N, carries 0.2135; number 5, C, carries -0.7709; number 6, C, carries -0.7476; number 7, N, carries 0.3365; number 8, C, carries -1.7560; number 9, C, carries 0.8668; number 10, C, carries -0.0849; number 11, C, carries -0.7727; number 12, C, carries -0.4042; number 13, C, carries -0.6206; number 14, C, carries -0.3469; number 15, C, carries -0.3372; number 16, S, carries -0.0763; number 17, C, carries -0.9888; number 18, C, carries 0.3368; number 19, C, carries -0.2687; number 20, C, carries -0.6867; number 21, C, carries -0.4058; number 22, C, carries -0.6169; number 23, C, carries -0.2936; number 24, H, carries 0.4706; number 25, H, carries 0.2717; number 26, H, carries 0.2976; number 27, H, carries 0.4654; number 28, H, carries 0.4016; number 29, H, carries 0.5314; number 30, H, carries 0.3115; number 31, H, carries 0.4114; number 32, H, carries 0.3903; number 33, H, carries 0.3866; number 34, H, carries 0.3717; number 35, H, carries 0.2959; number 36, H, carries 0.3720; number 37, H, carries 0.4585; number 38, H, carries 0.3928; number 39, H, carries 0.3872; number 40, H, carries 0.3862; number 41, H, carries 0.3968; number 42, C, carries -1.6214; number 43, C, carries 2.3433; number 44, C, carries -0.9125; number 45, C, carries -0.9568; number 46, C, carries -1.0975; number 47, C, carries 1.2342; number 48, C, carries -1.2226; number 49, C, carries -2.0834; number 50, N, carries 0.2652; number 51, C, carries 0.8852; number 52, C, carries -1.8756; number 53, C, carries 2.2050; number 54, C, carries -1.6277; number 55, N, carries -1.0645; number 56, C, carries 1.6812; number 57, C, carries 0.5180; number 58, C, carries -1.9997; number 59, C, carries -0.4124; number 60, C, carries -1.2423; number 61, C, carries -0.6123; number 62, C, carries 0.6070; number 63, C, carries -1.7606; number 64, H, carries 0.5215; number 65, H, carries 0.2597; number 66, H, carries 0.3025; number 67, H, carries 0.4999; number 68, H, carries 0.4558; number 69, H, carries 0.4378; number 70, H, carries 0.4477; number 71, H, carries 0.2655; number 72, H, carries 0.1471; number 73, H, carries 0.4312; number 74, H, carries 0.4106; number 75, H, carries 0.4684; number 76, H, carries 0.5307; number 77, H, carries 0.2245; number 78, H, carries 0.4136; number 79, H, carries 0.2885; number 80, H, carries 0.3982; number 81, H, carries 0.5335; number 82, H, carries 0.5113; number 83, H, carries 0.4323; number 84, H, carries 0.5328; number 85, H, carries 0.5605; number 86, H, carries 0.2653; number 87, H, carries 0.0452; number 88, F, carries -0.3724; number 89, C, carries 0.1441; number 90, F, carries -0.3948; number 91, C, carries 0.3846; number 92, F, carries -0.2403; number 93, F, carries -0.2518; number 94, F, carries -0.2334


No. 2
Molecular formula: C40H43FIrN4OP2S2Se
Method: DFT, ωB97M-V/def2-TZVPD

Geometry as ORCA input:
```
! RIJCOSX wB97M-V def2-TZVPD def2/J DEFGRID3
* xyz 1 1
Ir -1.70341 -0.38590 -0.16929
C 4.77365 4.01108 0.96226
S 5.27787 3.32523 -0.62979
C 4.67884 1.62909 -0.43394
C 3.16332 1.52716 -0.54191
C 2.67702 0.12328 -0.20771
N 1.20634 0.00357 -0.22949
P 0.29466 -0.69008 1.01481
C 0.73209 -2.45695 1.03865
C 2.04538 -2.89037 1.26438
C 2.33964 -4.24196 1.29746
C 1.32895 -5.17825 1.10973
C 0.03023 -4.75847 0.87172
C -0.27144 -3.40117 0.83679
C 1.04961 0.01783 2.48243
C 1.17825 1.40853 2.54012
C 1.68132 2.01591 3.67650
C 2.02276 1.24199 4.78010
C 1.83694 -0.13201 4.75060
C 1.34385 -0.74763 3.60837
P 0.22995 -0.06198 -1.58155
C 1.26019 -0.89416 -2.79167
C 1.37865 -2.28302 -2.67855
C 2.21386 -2.97698 -3.53624
C 2.93457 -2.28848 -4.50442
C 2.81131 -0.90995 -4.62128
C 1.96982 -0.20647 -3.77259
C 0.01202 1.60493 -2.26263
C -0.55573 1.71101 -3.53456
C -0.88146 2.95509 -4.05150
C -0.67498 4.09847 -3.29069
C -0.13425 3.99615 -2.01773
C 0.20376 2.75240 -1.50557
H 5.17830 5.01973 1.00913
H 5.18910 3.41659 1.77550
H 3.68861 4.06111 1.04664
H 5.03115 1.25946 0.53262
H 5.16778 1.06159 -1.22723
H 2.85546 1.80162 -1.55280
H 2.70318 2.22939 0.15539
H 3.01428 -0.13439 0.79626
H 3.12122 -0.59251 -0.90593
H 2.83853 -2.16945 1.41792
H 3.35592 -4.56831 1.47607
H 1.55894 -6.23518 1.14828
H -0.74912 -5.49242 0.70801
H -1.28093 -3.07062 0.64099
H 0.87269 2.00725 1.69107
H 1.80031 3.09094 3.71045
H 2.41503 1.71394 5.67122
H 2.07951 -0.73066 5.61861
H 1.19963 -1.82003 3.58951
H 0.81442 -2.81208 -1.91698
H 2.30351 -4.05156 -3.45211
H 3.59512 -2.82797 -5.17030
H 3.37535 -0.37584 -5.37415
H 1.87940 0.86582 -3.87578
H -0.73604 0.81612 -4.12033
H -1.28494 3.03888 -5.05246
H -0.93656 5.07000 -3.68901
H 0.02430 4.88667 -1.42319
H 0.63645 2.66628 -0.51865
F -3.38742 3.90880 4.03159
C -3.01151 2.97977 3.13331
C -2.24381 3.35777 2.05230
C -1.85943 2.38618 1.13601
C -2.24604 1.04655 1.24929
C -3.03718 0.72795 2.35319
C -3.40711 1.67222 3.30567
H -1.97942 4.39959 1.91972
H -1.25442 2.70168 0.30160
H -3.39726 -0.27679 2.49587
H -4.00079 1.40172 4.16897
Se -3.41707 -3.71169 -3.29391
C -2.52364 -2.65395 -2.19422
N -1.89817 -1.95640 -1.49607
C -2.80134 -2.97686 3.40428
S -3.96034 -2.59642 2.08398
C -4.33908 -4.28659 1.64875
O -3.10956 -2.09856 0.93671
H -3.36475 -3.27046 4.28975
H -2.22886 -2.07179 3.60380
H -2.13727 -3.77885 3.08448
H -4.77577 -4.76789 2.52396
H -3.41847 -4.78034 1.34068
H -5.05199 -4.27910 0.82720
N -3.93202 1.23993 -3.52069
C -4.16014 2.31053 -2.68879
C -3.57837 1.99173 -1.50520
N -2.99422 0.74765 -1.61156
C -3.22932 0.32332 -2.83759
H -4.25043 1.14473 -4.46959
H -4.70815 3.18003 -3.00379
H -3.53744 2.56461 -0.59820
H -2.92341 -0.62136 -3.25307
*
```

Properties
- ΔE to the lowest compared entry with this formula, charge and spin (kJ/mol) = 161.9
- HOMO (eV) = -9.76
- LUMO energy (eV) = -3.34
- M (u) = 1012.07
- frontier orbital gap (eV) = 6.42

Charges in e, computed with Mulliken, in the same order as the atoms: number 1, Ir, carries 2.5984; number 2, C, carries -0.7349; number 3, S, carries -0.1154; number 4, C, carries -1.0132; number 5, C, carries 0.5112; number 6, C, carries -1.0884; number 7, N, carries 0.7359; number 8, P, carries 0.6414; number 9, C, carries 0.6995; number 10, C, carries -0.5279; number 11, C, carries -1.0089; number 12, C, carries -0.7471; number 13, C, carries -1.0969; number 14, C, carries -0.4524; number 15, C, carries 0.9804; number 16, C, carries -0.5272; number 17, C, carries -1.2129; number 18, C, carries -0.6208; number 19, C, carries -0.7989; number 20, C, carries -0.9789; number 21, P, carries 0.7941; number 22, C, carries 0.6069; number 23, C, carries -0.2155; number 24, C, carries -0.8303; number 25, C, carries -0.7099; number 26, C, carries -0.8426; number 27, C, carries -0.5420; number 28, C, carries 1.3500; number 29, C, carries -0.7918; number 30, C, carries -0.7993; number 31, C, carries -0.9346; number 32, C, carries -0.3358; number 33, C, carries -1.7005; number 34, H, carries 0.3842; number 35, H, carries 0.2554; number 36, H, carries 0.1386; number 37, H, carries 0.3606; number 38, H, carries 0.4367; number 39, H, carries 0.2184; number 40, H, carries -0.3669; number 41, H, carries 0.6169; number 42, H, carries 0.4679; number 43, H, carries 0.4234; number 44, H, carries 0.4591; number 45, H, carries 0.4533; number 46, H, carries 0.4083; number 47, H, carries 0.6588; number 48, H, carries 0.5042; number 49, H, carries 0.5446; number 50, H, carries 0.4242; number 51, H, carries 0.4545; number 52, H, carries 0.5214; number 53, H, carries 0.3112; number 54, H, carries 0.4836; number 55, H, carries 0.3922; number 56, H, carries 0.4669; number 57, H, carries 0.3906; number 58, H, carries 0.6336; number 59, H, carries 0.4928; number 60, H, carries 0.4150; number 61, H, carries 0.5055; number 62, H, carries 0.7769; number 63, F, carries -0.3593; number 64, C, carries -0.0745; number 65, C, carries -0.7446; number 66, C, carries 0.1791; number 67, C, carries 0.0359; number 68, C, carries -0.1830; number 69, C, carries -0.8394; number 70, H, carries 0.5214; number 71, H, carries 0.3528; number 72, H, carries 0.0831; number 73, H, carries 0.5031; number 74, Se, carries -0.1385; number 75, C, carries 0.0622; number 76, N, carries -0.6508; number 77, C, carries -0.6418; number 78, S, carries 0.2225; number 79, C, carries -0.8129; number 80, O, carries -0.7099; number 81, H, carries 0.5087; number 82, H, carries 0.1470; number 83, H, carries 0.1791; number 84, H, carries 0.4541; number 85, H, carries 0.1467; number 86, H, carries 0.3920; number 87, N, carries 0.1371; number 88, C, carries -0.9514; number 89, C, carries -0.2744; number 90, N, carries 0.1069; number 91, C, carries -0.6882; number 92, H, carries 0.2144; number 93, H, carries 0.3933; number 94, H, carries 0.5426; number 95, H, carries 0.3625


- Look up the M of the second one.
  1012.07 u


- The highest M belongs to which entry?
  C40H43FIrN4OP2S2Se